No. 1
50
Properties=species:S:1:pos:R:3 method="wB97M-V/def2-TZVPD" max_force_ev_per_a=0.9 homo_lumo_gap_ev=7.67 mol_weight_g_mol=453.884 e_tot_ev=-65454.0206 charge=0 smiles="CCc1cc2c(cc1Cl)C(=O)c1cc(CCCCS(=O)(=O)O)cc([PH2]=N)c1C2=O"
C -0.546 1.379 -1.456
H 1.996 4.823 0.709
H -0.973 -6.927 -0.342
C 0.387 -6.299 1.240
H -0.493 4.301 -1.475
C 3.833 4.223 -0.250
O -3.770 -1.632 0.306
C -0.074 -3.320 -2.090
H -1.743 -6.125 1.053
H -0.115 4.259 0.260
P -3.341 0.920 2.176
C 2.355 4.648 -0.301
C -0.908 -4.801 -0.345
H 0.812 -5.322 1.486
C -0.082 -4.544 -1.439
O 5.140 4.381 2.018
Cl 0.969 -5.782 -2.034
H -2.465 0.496 3.200
H 4.064 3.489 -1.024
C -0.885 -6.118 0.383
C -1.179 0.161 -1.283
H 2.313 5.571 -0.878
O 4.908 2.148 0.929
C -0.925 -0.955 -2.254
H 0.566 -3.139 -2.945
C -2.644 -1.431 -0.094
H 1.159 -6.848 0.704
C -0.010 3.723 -0.685
H 1.833 2.588 -0.616
S 4.385 3.440 1.262
H -3.958 2.968 1.821
C -0.727 2.403 -0.535
H -1.744 2.979 1.254
H 0.156 -6.792 2.181
H 1.693 3.604 -2.044
O -0.741 -0.757 -3.435
C -0.902 -2.310 -1.627
O 3.039 3.209 2.086
C 1.494 3.568 -0.971
C -2.033 -0.059 -0.197
C -1.586 2.182 0.534
H 0.101 1.512 -2.315
C -2.256 0.974 0.714
C -1.760 -3.782 0.073
H 4.508 5.067 -0.384
C -1.752 -2.542 -0.548
H 2.627 2.393 1.764
N -4.139 2.233 2.493
H -4.151 -0.203 2.020
H -2.434 -3.954 0.904

***

No. 2
51
Properties=species:S:1:pos:R:3 method="wB97M-V/def2-TZVPD" max_force_ev_per_a=0.9 homo_lumo_gap_ev=8.48 mol_weight_g_mol=418.423 e_tot_ev=-40222.9847 charge=0 e_above_lowest_kj_mol=0.0 smiles="O=C(NCCCn1ccnc1)c1cnn2c1N[C@@H](c1ccccc1)C[C@@H]2C(F)(F)F"
H -2.056 -0.824 3.122
H 0.702 1.532 0.277
H 1.170 -1.335 -0.368
C 0.313 1.390 5.184
C -2.369 -1.045 0.451
C -1.580 0.851 2.039
C 3.128 -1.992 -0.897
H -1.303 0.798 6.445
C -0.774 0.289 -0.311
H -0.724 1.422 -3.002
C 4.381 -0.546 -2.332
C 2.148 0.068 -1.665
C -1.546 0.038 0.828
H 0.849 2.931 2.887
H 3.047 -2.902 -0.320
N 0.956 1.077 3.938
C 1.156 1.905 2.892
H 5.116 -2.408 -1.570
F -1.333 -0.807 -4.842
F -2.296 -2.166 -3.498
C 2.063 -1.107 -0.931
N 1.746 1.303 1.893
H 1.400 2.037 -1.987
H 0.049 -1.528 -2.678
H 2.447 -0.687 1.675
H 1.464 -0.983 4.226
C 3.318 0.338 -2.364
H 1.023 1.220 6.004
H -2.142 1.898 4.228
H 5.284 -0.321 -2.880
H 3.397 1.252 -2.936
N 0.213 1.178 -0.548
H 0.587 0.561 -3.838
H 0.053 2.451 5.164
H -3.130 -1.535 1.027
C 1.954 0.023 2.307
C 0.991 1.045 -1.759
H -0.698 -0.507 5.421
C -2.082 0.827 4.443
C -0.948 0.556 5.442
C -1.785 -0.939 -3.578
C -0.651 -0.683 -2.578
C 4.288 -1.716 -1.598
C 1.472 -0.136 3.571
N -1.899 0.168 3.175
F -2.791 -0.070 -3.447
O -1.354 2.050 2.053
H -3.030 0.499 4.883
C 0.039 0.647 -2.900
N -1.174 -0.611 -1.244
N -2.150 -1.425 -0.783

***

No. 3
58
Properties=species:S:1:pos:R:3 method="wB97M-V/def2-TZVPD" max_force_ev_per_a=0.5 homo_lumo_gap_ev="6.59 / 7.40" mol_weight_g_mol=587.427 e_tot_ev=-88309.2997 s_squared=0.813 multiplicity=2 charge=+2 e_above_lowest_kj_mol=23.2
H 0.842 -2.000 -6.966
H -4.468 2.752 -1.302
H -2.305 -1.266 2.996
O -0.683 1.526 0.791
C -2.848 0.806 2.644
H -0.930 -0.139 3.046
H 3.009 1.672 0.930
H 0.521 -1.620 1.276
C 0.175 -0.935 -5.196
O 5.235 -2.210 3.453
O -4.667 -0.965 1.284
C 1.000 1.956 -2.131
H -3.872 0.748 3.013
N 0.328 -0.687 -3.899
H -4.742 1.776 0.943
H -2.843 2.122 -1.462
C 2.800 0.739 1.439
H 1.905 -2.579 3.085
H 2.697 -3.138 -5.632
C -1.987 -0.265 3.293
C 0.949 3.352 -1.463
H 3.374 -0.904 5.661
H -2.067 -0.219 4.377
C 0.987 -1.812 -5.914
S 1.611 -1.126 -1.540
F -0.287 3.688 -1.143
C -3.743 1.870 0.512
O -1.499 -1.964 -1.793
C 2.178 -1.631 2.642
H 2.856 -2.622 -3.375
N 1.711 0.065 1.033
V 0.561 0.652 -0.567
H 4.509 0.819 2.710
C 1.401 -1.098 1.638
C 4.326 -1.602 3.966
F 2.179 1.826 -2.748
C 1.991 -2.434 -5.215
H -0.638 -0.409 -5.684
C -1.608 0.718 0.471
F 1.646 3.158 -0.294
N 2.121 -2.161 -3.904
H -3.296 2.777 0.920
N 4.120 -1.463 5.286
N -1.229 -0.043 -0.576
C -2.935 0.667 1.115
F -0.009 1.836 -3.004
C 3.325 -0.952 3.038
H -2.480 1.807 2.873
C -1.938 -1.217 -0.965
C -3.817 1.933 -1.002
C -3.661 -0.619 0.738
F 1.505 4.295 -2.176
H -4.233 1.023 -1.436
N -3.132 -1.380 -0.308
C 1.296 -1.298 -3.265
H 4.787 -1.879 5.918
H -3.657 -2.210 -0.564
C 3.626 0.263 2.433

***

No. 4
67
Properties=species:S:1:pos:R:3 method="wB97M-V/def2-TZVPD" max_force_ev_per_a=1.6 homo_lumo_gap_ev="6.41 / 6.10" mol_weight_g_mol=908.638 e_tot_ev=-182580.4817 s_squared=2.033 multiplicity=3 charge=+2 e_above_lowest_kj_mol=0.0
C -0.888 -3.995 -0.325
F -5.041 -0.207 -0.703
O -1.395 0.255 -5.535
S -3.045 1.207 0.108
S -1.088 -4.627 1.364
O -1.143 3.943 -0.209
H -2.236 -2.511 1.513
O -1.236 -1.541 -3.349
H 1.345 -3.883 1.718
N -0.404 2.705 -3.041
N -0.278 1.277 -1.406
H 5.882 2.312 -0.107
H 0.900 3.526 -0.130
C -1.969 1.524 3.840
F -0.820 1.527 4.505
C 5.069 1.273 -1.790
H 2.028 -2.390 3.591
C 2.823 0.309 -1.593
O -1.335 3.677 2.514
C -0.919 -2.537 3.250
S 0.200 -1.211 2.647
C -0.756 1.507 -3.587
N -3.025 2.086 1.467
O -0.592 -1.232 -1.233
C 0.544 -3.729 -0.794
C 5.050 1.763 -0.529
H -1.387 -0.467 -4.872
C -0.681 0.628 -2.563
C 1.839 -1.982 2.598
N 3.735 2.005 1.491
F -2.886 2.159 4.518
Se 2.174 1.606 2.121
H -0.266 -3.249 3.752
H -1.303 -4.755 -0.986
S 1.509 -2.344 -0.078
N 1.731 0.667 0.591
S -1.701 2.343 2.208
H 5.940 1.430 -2.413
F -4.765 -0.237 1.452
H 1.186 -4.595 -0.631
C 3.951 0.552 -2.319
H 0.532 -3.516 -1.862
H 2.003 -0.248 -2.018
H -1.513 -2.031 4.009
C 0.100 3.733 -0.846
C -1.835 -3.219 2.236
C 2.761 0.800 -0.266
F -5.618 1.508 0.494
H -2.678 -3.633 2.787
H 2.533 -1.161 2.444
C 1.986 -3.030 1.530
C 3.883 1.545 0.265
H 0.387 4.597 -1.446
H -1.503 -3.115 -0.426
C -0.118 2.561 -1.743
C -4.774 0.518 0.371
O -0.553 1.542 1.593
O -2.248 -0.093 0.377
H -1.199 4.840 0.134
H 4.008 0.181 -3.336
O -1.066 2.457 -5.670
C -0.879 -0.815 -2.456
F -2.357 0.257 3.620
H 3.023 -3.361 1.466
Mo -0.138 -0.101 0.322
C -1.096 1.435 -5.045
H -0.390 3.560 -3.587

***

No. 5
50
Properties=species:S:1:pos:R:3 method="wB97M-V/def2-TZVPD" max_force_ev_per_a=0.9 homo_lumo_gap_ev="8.09 / 6.32" mol_weight_g_mol=612.813 e_tot_ev=-52982.1603 s_squared=6.018 multiplicity=5 charge=+1 e_above_lowest_kj_mol=123.0
H 1.603 -1.091 -2.357
N 1.815 1.981 -0.483
C 2.904 4.157 -0.457
C -3.760 -4.064 -1.004
C 2.012 3.280 -1.052
H -0.081 -0.460 -2.803
C -1.757 -2.449 2.431
C 1.307 3.645 -2.188
H -2.684 -0.432 0.973
C -2.005 -2.777 -0.027
H 0.942 5.201 -3.614
H 0.686 -1.568 3.185
C 2.736 1.251 0.241
C 0.551 -1.293 -2.523
C 2.388 5.790 -2.144
C -0.096 -0.823 3.084
H -2.541 0.133 2.649
H 3.434 3.881 0.445
C -2.480 -3.027 1.251
N -1.047 -1.226 2.040
C 0.677 1.260 -0.529
N 2.750 8.139 -3.174
C 3.098 5.411 -1.009
C 1.489 4.904 -2.730
C -2.644 -3.251 -1.161
I 0.258 -2.941 -3.687
H -4.262 -4.458 -1.878
H 3.790 6.104 -0.551
C 2.110 0.104 0.605
C -1.981 -0.133 1.747
C -4.235 -4.351 0.271
H -1.424 0.739 1.413
H -2.288 -3.015 -2.155
H 3.746 1.585 0.398
H -3.981 -4.052 2.386
H -0.227 1.607 -1.002
C 2.589 7.098 -2.718
H 0.633 2.949 -2.670
O 1.962 -3.005 2.095
H -1.015 -3.156 2.806
S 1.973 -3.967 0.992
N 0.811 0.129 0.127
H 2.482 -0.719 1.194
H 0.346 0.135 2.819
Pd -0.031 -1.915 -0.057
H -5.117 -4.967 0.390
C -3.602 -3.833 1.394
N 1.240 -3.560 -0.255
H -0.617 -0.714 4.042
H -2.458 -2.239 3.247

***

No. 6
49
Properties=species:S:1:pos:R:3 method="wB97M-V/def2-TZVPD" max_force_ev_per_a=3.5 homo_lumo_gap_ev=6.46 mol_weight_g_mol=374.346 e_tot_ev=-33949.5192 charge=-1 e_above_lowest_kj_mol=0.0
C -0.121 2.306 -3.354
H 0.819 0.922 3.601
C -2.094 -4.267 2.059
O -0.019 1.455 -0.190
C 0.690 2.326 0.414
H -2.747 -6.430 4.558
H 1.931 2.851 3.519
H -1.583 -4.765 5.922
C 0.539 -0.516 -2.702
O 0.813 -0.949 -1.594
C -2.399 -5.541 4.098
N 1.608 -0.191 -3.611
N 0.237 -0.168 1.958
C -1.170 -3.470 4.145
H -1.979 -3.196 0.560
H -1.390 -0.233 -2.187
Li -0.175 -0.455 0.046
H 2.089 5.386 -0.002
H -1.186 -1.057 -3.793
C 1.072 2.108 1.789
C -0.851 -2.086 2.136
H -0.548 3.226 -3.719
H -0.265 2.357 -2.216
C 0.724 0.856 2.501
H 1.817 3.224 -3.274
C 1.028 3.620 -0.115
C 1.695 4.563 0.606
O -2.329 -4.135 0.709
C -1.658 -4.575 4.844
N -0.237 -1.168 2.819
H -3.268 -6.063 2.252
H -0.723 0.978 -4.964
H 2.643 4.967 2.491
C -0.837 -0.226 -3.127
C 1.403 2.318 -3.720
H 3.124 1.091 -3.996
H 2.629 1.066 -2.335
C -1.379 -3.279 2.788
C -2.583 -5.353 2.746
C 2.264 1.116 -3.332
C -0.977 1.116 -3.869
H 1.309 -0.180 -4.515
C 2.004 4.327 1.945
C 1.631 3.136 2.536
H 1.416 2.415 -4.800
H 0.785 3.850 -1.209
O -1.055 -2.043 0.846
H -0.684 -2.676 4.673
H -2.011 1.445 -3.938

***

Which value of charge does entry 2 give?
0